Entry 1:
DFT (the ωB97M-V functional and the def2-TZVPD basis) results for a 4-piece molecular cluster, C4H15NO3 overall.

The geometry in XYZ format:
```
23
Properties=species:S:1:pos:R:3:forces:R:3
C 1.32448 2.82339 -1.25927 -0.97 -1.29 -0.94
C 0.97172 1.26769 -1.06798 -0.99 0.87 0.93
C -0.46255 0.89482 -0.57957 0.55 1.66 -0.14
C -1.30627 1.82434 -0.13895 -2.01 0.95 0.62
N -0.75592 -0.44329 -0.51387 -4.39 -1.13 -1.32
H 0.71086 3.21609 -2.16033 1.53 -0.74 1.13
H 1.12164 3.55845 -0.49271 -0.20 -0.37 0.74
H 2.41544 2.76492 -1.36178 -0.30 0.65 -0.69
H 1.07997 0.91099 -2.10441 0.30 -0.58 0.62
H 1.63769 0.74654 -0.30420 -0.34 0.60 -1.56
H -1.03790 2.91604 -0.19263 -0.54 -1.41 0.10
H -2.37130 1.51459 0.27308 2.37 0.79 -0.89
H -0.02359 -1.02244 -0.78400 1.17 -1.39 -0.62
H -1.74332 -0.83464 -0.97566 3.63 1.89 1.56
H 2.38768 -0.76262 1.88091 -0.79 1.71 -0.27
H 1.81774 0.85453 1.49665 0.06 -4.03 1.98
O 1.67476 -0.08094 2.01854 0.69 2.29 -1.42
H -1.70192 -1.57109 1.48487 -4.63 3.69 -3.46
H -0.69185 -1.43058 2.49547 1.68 2.21 1.96
O -1.09098 -2.00532 1.91832 3.07 -6.10 1.53
H -0.60336 -3.18665 0.04990 1.25 -0.27 -2.12
H -1.39372 -2.96363 -1.07286 -2.84 0.66 -1.46
O -0.51840 -3.22235 -0.98193 1.67 -0.67 3.70
```
Forces are in eV/Å.

F_max	7.00	eV/A
ΔE to the lowest compared entry with this formula, charge and spin	291.7	kJ/mol
spin multiplicity	1

Atom charges from the Mulliken analysis, given in e for atoms 1 to 8:
1 C -1.388
2 C -0.264
3 C 0.238
4 C -0.828
5 N -0.347
6 H 0.336
7 H 0.396
8 H 0.360

Entry 2:
DFT (the ωB97M-V functional and the def2-TZVPD basis) results for a 2-piece molecular cluster, C7H9NO2 overall.

The geometry in XYZ format:
```
19
Properties=species:S:1:pos:R:3:forces:R:3
C -1.57348 0.11391 0.17249 0.55 -0.01 0.36
C -1.46222 -0.03029 -1.24314 0.41 -0.13 -0.37
C -0.31334 0.02876 0.68853 -0.89 0.17 0.54
C -0.14083 -0.20538 -1.44462 1.71 -0.20 -2.74
C 2.23397 -0.95307 -2.92544 1.15 -0.58 0.15
C -0.74080 0.80652 3.03335 0.18 -0.05 -0.15
C 0.22293 0.11076 2.08014 0.08 0.00 -0.24
N 1.17957 -0.35607 -3.26691 -3.28 0.92 2.02
O 0.69537 0.12860 -4.26106 0.49 -0.32 0.27
O 0.57581 -0.16663 -0.32644 0.36 -0.08 -0.02
H -2.49043 0.25696 0.70897 -0.09 0.06 0.22
H -2.24711 -0.01585 -1.96739 -0.13 0.02 -0.24
H 3.01741 -1.13321 -3.65226 -0.14 0.15 -0.20
H 2.36807 -1.28424 -1.91459 -0.23 0.07 0.21
H -1.66464 0.24788 3.12712 -0.21 -0.08 0.04
H -0.97527 1.80675 2.68052 -0.06 0.11 -0.04
H -0.29409 0.88867 4.01819 0.03 0.00 0.17
H 0.43718 -0.89872 2.44411 0.09 0.04 0.01
H 1.17191 0.65466 2.04843 -0.02 -0.09 0.01
```
Forces are in eV/Å.

F_max	3.96	eV/A
ΔE to the lowest compared entry with this formula, charge and spin	606.9	kJ/mol
spin multiplicity	1

Atom charges from the Mulliken analysis, given in e for atoms 1 to 8:
1 C 0.001
2 C -0.682
3 C -0.108
4 C 0.049
5 C -0.393
6 C -1.326
7 C -0.032
8 N 0.319